(1)
ORCA calculation (ωB97M-V with the def2-TZVPD basis set) on 3 unconnected molecules or ions with the total composition C15H38NO4P2 at a distorted geometry.

Calculated values
relative energy (zero: lowest compared OMol25 entry of this formula, charge and spin)	0.0000	eV
HOMO level	-12.74	eV
charge	+1
orbital gap	7.47	eV

Geometry (Å):
C -5.829 1.354 2.871
C -6.083 -0.143 2.296
O -7.248 -0.391 1.942
N -4.966 -1.167 2.252
C -4.429 -1.186 3.659
P -3.821 -0.537 1.080
P -1.713 -0.924 1.507
O -0.927 0.197 0.777
O -1.253 -2.373 0.753
O -1.276 -0.831 3.131
H -6.526 1.588 3.753
H -6.046 2.133 2.057
H -4.748 1.505 3.201
H -5.295 -1.171 4.410
H -3.743 -0.306 3.892
H -3.839 -2.149 3.800
H -4.108 -1.224 -0.164
H -4.105 0.858 0.798
H -0.967 -2.071 -0.152
H -1.516 0.031 3.537
C 2.158 -2.116 2.059
C 3.176 -1.709 1.008
C 2.869 -2.275 -0.379
C 2.886 -3.804 -0.482
C 4.200 -4.469 -0.064
C 5.380 -4.064 -0.936
H 2.133 -3.199 2.202
H 2.406 -1.662 3.022
H 1.159 -1.779 1.773
H 4.178 -2.008 1.329
H 3.187 -0.616 0.945
H 3.583 -1.855 -1.096
H 1.881 -1.919 -0.700
H 2.661 -4.083 -1.518
H 2.073 -4.220 0.123
H 4.073 -5.554 -0.130
H 4.423 -4.249 0.984
H 5.196 -4.317 -1.983
H 6.283 -4.590 -0.616
H 5.583 -2.992 -0.871
C 1.627 1.392 -1.801
C 1.230 2.764 -1.273
C -0.223 3.129 -1.578
C -0.572 3.231 -3.066
C 0.266 4.232 -3.864
C 0.100 5.668 -3.386
H 1.552 1.341 -2.890
H 2.662 1.169 -1.531
H 0.989 0.613 -1.374
H 1.909 3.521 -1.675
H 1.371 2.772 -0.187
H -0.458 4.078 -1.082
H -0.883 2.382 -1.119
H -1.631 3.504 -3.155
H -0.478 2.244 -3.531
H -0.038 4.177 -4.915
H 1.323 3.954 -3.837
H -0.945 5.982 -3.449
H 0.693 6.343 -4.009
H 0.436 5.792 -2.354

Atom charges from the Mulliken analysis, given in e for atoms 1 to 6:
1 C -0.833
2 C 0.330
3 O -0.432
4 N -0.074
5 C -0.756
6 P 0.121

(2)
ORCA calculation (ωB97M-V with the def2-TZVPD basis set) on a single C9H11NS2 molecule at a distorted geometry.

Calculated values
relative energy (zero: lowest compared OMol25 entry of this formula, charge and spin)	0.0000	eV
SMILES	S=C(S)NCCc1ccccc1
HOMO level	-8.44	eV
charge	0
orbital gap	9.05	eV

Geometry (Å):
C 0.585 -3.352 -1.391
C 0.240 -1.515 0.274
C 0.908 -0.229 -0.274
C 0.207 1.001 0.234
C 0.685 1.687 1.359
C -0.006 2.794 1.837
C -1.169 3.228 1.208
C -1.644 2.549 0.089
C -0.956 1.442 -0.386
H -0.672 -3.520 -3.335
H 1.623 -3.114 0.288
H 0.307 -1.532 1.354
H -0.825 -1.477 0.044
H 1.976 -0.228 0.037
H 0.886 -0.276 -1.363
H 1.586 1.348 1.846
H 0.375 3.316 2.731
H -1.713 4.131 1.565
H -2.566 2.914 -0.410
H -1.343 0.896 -1.259
N 0.839 -2.736 -0.222
S -0.746 -2.639 -2.314
S 1.424 -4.688 -1.911

Atom charges from the Mulliken analysis, given in e for atoms 1 to 6:
1 C 0.338
2 C -1.021
3 C -0.731
4 C 0.494
5 C -0.436
6 C -0.471

(3)
ORCA calculation (ωB97M-V with the def2-TZVPD basis set) on a molecular structure, C9H26CaKN3NaO9P at a distorted geometry.

Calculated values
relative energy (zero: lowest compared OMol25 entry of this formula, charge and spin)	0.0000	eV
HOMO level	-11.50	eV
charge	+2
orbital gap	2.27	eV

Geometry (Å):
N 2.595 -0.781 1.947
P 2.486 -0.799 0.147
O 0.981 -1.456 -0.185
C 2.545 0.958 -0.570
N 3.564 1.791 0.122
N 1.215 1.587 -0.708
C 0.504 1.749 0.593
O -0.869 1.262 0.386
C -1.744 2.380 0.025
O -2.807 1.895 -0.740
C -3.712 1.097 0.058
C -3.968 -0.306 -0.651
O -4.578 -1.203 0.281
C 3.086 0.737 -2.065
O 4.177 1.155 -2.424
O 2.241 0.099 -2.820
H 3.561 -0.965 2.219
H 2.046 -1.579 2.303
H 0.720 -1.097 -1.067
H 3.787 1.433 1.059
H 3.254 2.756 0.265
H 1.393 2.526 -1.123
H 0.394 2.857 0.871
H 0.966 1.218 1.458
H -1.217 3.183 -0.600
H -2.171 2.772 1.034
H -3.316 0.894 1.096
H -4.696 1.627 0.219
H -2.965 -0.693 -0.970
H -4.602 -0.121 -1.556
H -4.677 -0.722 1.123
O -5.323 -1.699 3.212
H -5.055 -1.829 4.129
H -5.341 -2.591 2.844
C 2.702 -4.133 -3.799
C 1.187 -4.188 -3.757
O 0.685 -3.297 -2.765
H 3.121 -4.398 -2.825
H 3.097 -4.817 -4.552
H 3.045 -3.121 -4.030
H 0.848 -5.194 -3.505
H 0.761 -3.913 -4.726
H 0.979 -2.405 -2.997
K -0.276 4.425 -0.225
Na 2.726 5.198 1.591
C -1.150 1.678 3.506
O -1.338 1.056 2.341
H -0.173 1.514 4.017
H -1.212 2.795 3.500
H -1.863 1.431 4.320
Ca 4.384 -0.766 3.994

Atom charges from the Mulliken analysis, given in e for atoms 1 to 6:
1 N -0.211
2 P 0.135
3 O -0.369
4 C 0.205
5 N -0.388
6 N 0.170

(4)
ORCA calculation (ωB97M-V with the def2-TZVPD basis set) on a single C3H3NS3 molecule at a distorted geometry.

Calculated values
relative energy (zero: lowest compared OMol25 entry of this formula, charge and spin)	1.8270	eV
SMILES	S=CN(C=S)C=S
HOMO level	-8.69	eV
charge	0
orbital gap	7.51	eV

Geometry (Å):
C -1.042 -0.901 -0.155
C -0.188 1.396 0.252
C 1.264 -0.518 -0.071
H -0.549 -1.823 -0.510
H 0.683 1.860 0.684
H 1.285 -1.652 -0.221
N 0.020 0.032 -0.004
S -2.643 -0.878 0.112
S -1.517 2.248 -0.115
S 2.687 0.238 0.028

Atom charges from the Mulliken analysis, given in e for atoms 1 to 6:
1 C -0.004
2 C -0.096
3 C 0.110
4 H 0.176
5 H 0.257
6 H 0.143

(5)
ORCA calculation (ωB97M-V with the def2-TZVPD basis set) on 2 unconnected molecules or ions with the total composition C14H16 at a distorted geometry.

Calculated values
relative energy (zero: lowest compared OMol25 entry of this formula, charge and spin)	0.9555	eV
SMILES	Cc1ccccc1.Cc1ccccc1
HOMO level	-8.98	eV
charge	0
orbital gap	9.89	eV

Geometry (Å):
C -0.980 -2.425 -0.032
C -4.990 -1.121 -0.688
C -4.506 -1.179 0.620
C -4.333 -1.742 -1.736
C -3.201 -1.585 0.831
C -2.981 -2.054 -1.497
C -2.455 -2.125 -0.227
H -6.019 -0.788 -0.753
H -5.125 -0.887 1.455
H -4.685 -1.602 -2.741
H -2.744 -1.628 1.806
H -2.470 -2.473 -2.359
H -0.740 -2.547 1.023
H -0.328 -1.673 -0.466
H -0.815 -3.389 -0.512
C 4.443 1.583 2.507
C 2.302 1.935 -1.222
C 3.462 2.673 -1.046
C 1.837 1.132 -0.198
C 4.233 2.421 0.080
C 2.583 0.962 0.962
C 3.780 1.647 1.142
H 1.747 1.982 -2.150
H 3.748 3.499 -1.674
H 0.889 0.629 -0.325
H 5.214 2.885 0.106
H 2.168 0.505 1.811
H 5.256 0.860 2.430
H 3.660 1.437 3.236
H 4.956 2.514 2.741

Atom charges from the Mulliken analysis, given in e for atoms 1 to 6:
1 C -1.350
2 C -0.363
3 C -0.360
4 C -0.569
5 C -0.494
6 C -0.386

(6)
ORCA calculation (ωB97M-V with the def2-TZVPD basis set) on a gas-phase ion, C4H10NO (charge -1) at a distorted geometry.

Calculated values
relative energy (zero: lowest compared OMol25 entry of this formula, charge and spin)	0.3061	eV
SMILES	CC(C)NC[O-]
HOMO level	-2.35	eV
charge	-1
orbital gap	6.66	eV

Geometry (Å):
C -1.385 -0.860 -0.323
C -0.363 -0.283 0.668
C -0.543 1.219 0.782
N 0.981 -0.729 0.289
C 1.616 -0.103 -0.947
O 1.968 1.157 -0.845
H -1.134 -0.466 -1.275
H -2.383 -0.449 -0.126
H -1.439 -1.944 -0.296
H -0.583 -0.783 1.616
H -0.132 1.697 -0.103
H 0.040 1.616 1.599
H -1.594 1.513 0.815
H 1.626 -0.416 1.012
H 0.892 -0.359 -1.760
H 2.432 -0.809 -1.105

Atom charges from the Mulliken analysis, given in e for atoms 1 to 6:
1 C -1.485
2 C 0.410
3 C -1.260
4 N -0.453
5 C -0.483
6 O -0.866

(7)
ORCA calculation (ωB97M-V with the def2-TZVPD basis set) on a single C6H10 molecule at a distorted geometry.

Calculated values
relative energy (zero: lowest compared OMol25 entry of this formula, charge and spin)	5.5145	eV
HOMO level (alpha / beta)	-7.82 / -5.98	eV
charge	0
orbital gap (alpha / beta)	8.62 / 5.87	eV

Geometry (Å):
C 1.077 1.194 1.105
C 1.357 -0.017 0.181
C 0.179 -0.711 -0.306
C -0.482 -0.367 -1.578
C -1.250 0.317 -0.399
C -1.017 -0.920 0.526
H 2.018 1.741 1.251
H 0.755 0.852 2.102
H 1.882 -0.786 0.784
H 2.006 0.265 -0.653
H -1.069 -1.140 -2.081
H 0.070 0.277 -2.264
H -2.285 0.610 -0.588
H -0.661 1.185 0.048
H -1.655 -1.770 0.277
H -0.926 -0.730 1.595

Atom charges from the Mulliken analysis, given in e for atoms 1 to 6:
1 C -1.125
2 C -0.337
3 C 0.366
4 C -0.699
5 C -0.518
6 C -0.617

(8)
ORCA calculation (ωB97M-V with the def2-TZVPD basis set) on a molecular structure, C33H42FN4O4S4SiTi at a distorted geometry.

Calculated values
relative energy (zero: lowest compared OMol25 entry of this formula, charge and spin)	6.9795	eV
HOMO level	-4.94	eV
charge	-1
orbital gap	6.20	eV

Geometry (Å):
Ti -0.033 1.009 -0.484
C 0.466 -1.783 1.745
N 0.635 -0.361 1.385
C 1.331 0.271 2.292
C 1.600 1.636 2.203
C 2.287 2.488 3.085
C 2.227 3.746 2.510
C 1.511 3.591 1.307
N 1.143 2.327 1.105
C -0.365 -1.992 2.993
C 0.073 -2.817 4.020
C -0.707 -3.012 5.154
C -1.937 -2.385 5.272
C -2.387 -1.561 4.246
C -1.606 -1.371 3.119
H 1.427 -2.328 1.857
H -0.037 -2.343 0.950
H 1.707 -0.269 3.163
H 2.752 2.206 4.017
H 2.638 4.667 2.891
H 1.278 4.383 0.613
H 1.031 -3.316 3.932
H -0.352 -3.659 5.946
H -2.545 -2.538 6.154
H -3.350 -1.070 4.328
H -1.953 -0.726 2.317
C 4.722 0.180 0.366
Si 3.360 -0.300 -0.851
C 4.130 -0.781 -2.500
C 2.606 -1.844 -0.127
N 2.194 0.992 -1.007
C 2.530 2.221 -1.488
C 3.833 2.580 -1.922
C 4.168 3.837 -2.393
C 3.231 4.855 -2.474
C 1.935 4.570 -2.065
C 1.627 3.316 -1.606
F 0.299 3.171 -1.204
H 5.384 -0.672 0.550
H 4.281 0.483 1.320
H 5.339 1.006 0.011
H 4.774 -1.655 -2.366
H 4.738 0.013 -2.934
H 3.360 -1.035 -3.231
H 3.340 -2.642 0.006
H 1.823 -2.245 -0.766
H 2.146 -1.570 0.812
H 4.611 1.833 -1.879
H 5.190 4.021 -2.702
H 3.493 5.838 -2.840
H 1.154 5.320 -2.099
C -4.480 1.155 2.146
C -3.405 2.208 2.395
S -1.958 2.199 1.306
C -2.157 3.563 0.159
C -2.931 3.094 -1.132
S -2.708 1.313 -1.507
C -4.423 0.794 -1.760
C -5.130 0.249 -0.527
S -5.561 1.488 0.728
H -5.146 1.151 3.012
H -4.057 0.152 2.079
H -2.988 2.060 3.392
H -3.849 3.203 2.360
H -1.136 3.843 -0.080
H -2.601 4.446 0.617
H -2.704 3.706 -2.001
H -3.978 3.201 -0.855
H -4.364 -0.010 -2.497
H -4.981 1.602 -2.231
H -4.540 -0.545 -0.069
H -6.075 -0.204 -0.833
N -0.123 -1.108 -1.374
C -0.386 -2.375 -2.031
C 0.542 -2.911 -2.907
C 0.302 -4.148 -3.493
C -0.844 -4.866 -3.183
C -1.761 -4.338 -2.284
C -1.524 -3.104 -1.700
S -1.157 -6.458 -3.962
O -0.664 -6.286 -5.319
O -2.600 -6.623 -3.853
O -0.384 -7.389 -3.154
H -1.075 -0.710 -1.257
H 0.129 -1.262 -0.396
H 1.434 -2.347 -3.149
H 1.003 -4.565 -4.203
H -2.650 -4.908 -2.051
H -2.237 -2.697 -0.986
O 0.064 1.143 -2.127

Atom charges from the Mulliken analysis, given in e for atoms 1 to 6:
1 Ti 0.065
2 C -1.186
3 N 1.095
4 C -0.207
5 C -0.998
6 C -1.029

(9)
ORCA calculation (ωB97M-V with the def2-TZVPD basis set) on a molecular structure, C10H29N5O10PZn at a distorted geometry.

Calculated values
relative energy (zero: lowest compared OMol25 entry of this formula, charge and spin)	8.7338	eV
HOMO level	-3.92	eV
charge	-1
orbital gap	3.98	eV

Geometry (Å):
Zn 0.382 -0.319 1.201
P 4.562 -1.159 2.052
O 3.379 -0.651 2.901
O 3.666 -1.505 0.857
O 5.334 -2.308 2.648
O 5.678 -0.125 1.757
C 2.582 4.002 -1.616
O 1.834 3.391 -0.860
N 3.863 3.891 -1.499
N 2.147 4.864 -2.447
H 4.294 3.304 -0.799
H 4.375 4.533 -2.087
H 1.172 4.970 -2.686
H 2.881 5.281 -3.000
C -2.289 -1.910 -3.770
O -1.945 -1.472 -2.694
N -1.699 -1.668 -4.882
N -3.225 -2.725 -3.936
H -0.847 -1.140 -4.758
H -1.950 -2.099 -5.760
H -3.700 -2.884 -4.814
H -3.675 -3.004 -3.076
C -2.631 4.736 4.506
O -3.202 3.567 3.907
C -2.962 3.508 2.531
C -3.366 2.102 2.066
N -2.687 1.083 2.914
C -3.525 0.003 3.263
C -2.786 -1.265 3.693
O -1.642 -1.518 2.846
C -1.383 -2.866 2.826
H -3.098 4.952 5.467
H -2.614 5.659 3.926
H -1.586 4.548 4.750
H -1.889 3.602 2.361
H -3.555 4.266 2.019
H -2.981 2.029 1.049
H -4.444 2.026 1.926
H -2.627 1.637 3.756
H -4.121 -0.285 2.397
H -4.213 0.201 4.085
H -3.528 -2.059 3.775
H -2.356 -1.162 4.690
H -0.550 -3.048 2.146
H -2.225 -3.503 2.552
H -1.169 -3.198 3.842
C 3.667 -4.457 -3.939
C 4.043 -3.240 -4.792
O 3.536 -2.097 -4.180
O 4.334 -4.488 -2.698
H 3.927 -5.382 -4.454
H 2.583 -4.379 -3.855
H 3.636 -3.233 -5.803
H 5.122 -3.121 -4.884
H 3.435 -2.160 -3.228
H 4.038 -3.730 -2.189

Atom charges from the Mulliken analysis, given in e for atoms 1 to 6:
1 Zn 0.149
2 P 0.789
3 O -0.355
4 O -0.337
5 O -0.672
6 O -0.483

(10)
ORCA calculation (ωB97M-V with the def2-TZVPD basis set) on 14 unconnected molecules or ions with the total composition C28H84O16 at a distorted geometry.

Calculated values
relative energy (zero: lowest compared OMol25 entry of this formula, charge and spin)	1.8662	eV
HOMO level	-9.61	eV
charge	0
orbital gap	9.96	eV

Geometry (Å):
C 4.861 3.391 -0.070
C 3.787 2.527 0.624
O 3.632 1.381 -0.168
O 4.938 4.629 0.647
H 4.692 3.575 -1.121
H 5.820 2.931 0.141
H 2.841 3.111 0.608
H 4.033 2.311 1.650
H 3.540 0.555 0.374
H 4.063 5.020 0.716
C -4.332 2.822 2.483
C -5.373 1.950 1.866
O -5.021 0.525 1.921
O -4.195 4.053 1.914
H -3.373 2.324 2.236
H -4.350 2.904 3.518
H -5.488 2.233 0.771
H -6.311 1.976 2.422
H -4.245 0.289 2.458
H -5.009 4.544 2.097
C 3.524 0.173 -4.167
C 3.568 -1.126 -3.463
O 2.999 -2.264 -4.168
H 2.457 0.561 -4.390
H 4.100 0.174 -5.095
H 3.900 1.013 -3.614
H 3.103 -1.039 -2.503
H 4.608 -1.406 -3.194
H 3.502 -2.530 -4.948
C 1.278 3.721 -2.483
C 0.991 2.215 -2.514
O -0.378 1.876 -2.347
H 0.471 4.257 -2.912
H 2.252 3.922 -3.067
H 1.451 4.063 -1.498
H 1.587 1.741 -1.677
H 1.385 1.786 -3.439
H -0.656 2.271 -1.497
C -1.245 -2.857 -5.122
C -0.829 -3.430 -3.792
O 0.216 -2.698 -3.275
H -2.072 -3.386 -5.655
H -0.414 -2.763 -5.870
H -1.581 -1.869 -4.975
H -0.527 -4.499 -3.870
H -1.663 -3.382 -3.107
H 0.841 -2.380 -3.915
C -3.158 -1.274 -1.535
C -3.613 0.098 -1.982
O -4.546 0.676 -1.093
H -3.681 -2.090 -2.123
H -3.370 -1.274 -0.452
H -2.062 -1.478 -1.582
H -4.205 0.065 -2.927
H -2.776 0.767 -2.091
H -4.499 0.313 -0.191
C -5.834 4.502 -1.325
C -4.550 3.949 -1.894
O -3.565 4.048 -0.859
H -6.282 3.708 -0.751
H -6.617 4.752 -2.127
H -5.653 5.439 -0.774
H -4.233 4.497 -2.810
H -4.723 2.919 -2.103
H -3.958 4.109 0.046
C 0.139 4.013 1.960
C -0.655 3.998 0.645
O -1.253 2.672 0.495
H -0.543 4.091 2.825
H 0.947 4.756 1.990
H 0.532 3.005 2.104
H 0.019 4.200 -0.142
H -1.475 4.765 0.485
H -2.236 2.704 0.210
C -0.341 -5.209 1.159
C -1.711 -4.574 1.259
O -2.468 -5.135 0.176
H 0.303 -4.883 1.885
H 0.081 -5.071 0.117
H -0.506 -6.277 1.386
H -1.744 -3.507 1.285
H -2.165 -4.857 2.237
H -3.234 -4.583 0.060
C 1.246 1.740 4.883
C 1.693 0.823 3.812
O 2.819 -0.014 4.070
H 0.525 2.420 4.471
H 2.075 2.369 5.226
H 0.890 1.368 5.829
H 1.852 1.442 2.886
H 0.887 0.064 3.567
H 3.502 0.651 4.278
C 3.789 -2.969 2.450
C 4.396 -2.081 1.309
O 4.196 -0.694 1.499
H 4.395 -2.868 3.340
H 3.744 -4.026 2.152
H 2.782 -2.601 2.688
H 3.934 -2.416 0.349
H 5.481 -2.245 1.199
H 3.387 -0.609 2.052
C 1.994 -5.125 -2.503
C 3.230 -5.069 -1.588
O 3.854 -3.821 -1.921
H 1.650 -6.110 -2.680
H 2.285 -4.738 -3.429
H 1.172 -4.537 -2.142
H 3.948 -5.913 -1.775
H 2.951 -5.061 -0.579
H 3.517 -3.411 -2.734
C -0.874 -1.270 4.870
C -1.751 -0.198 4.284
O -2.442 -0.708 3.129
H -1.501 -2.044 5.330
H -0.118 -0.849 5.539
H -0.279 -1.674 4.049
H -1.164 0.677 4.091
H -2.532 -0.038 4.986
H -1.896 -0.738 2.335
C 0.593 -1.935 0.245
C 0.371 -0.466 0.134
O -0.923 -0.182 0.685
H -0.112 -2.513 -0.367
H 0.553 -2.329 1.242
H 1.624 -2.151 -0.056
H 0.453 -0.046 -0.850
H 1.165 0.076 0.744
H -1.106 0.790 0.806

Atom charges from the Mulliken analysis, given in e for atoms 1 to 6:
1 C -0.596
2 C 0.662
3 O -0.433
4 O -0.576
5 H 0.255
6 H 0.357

Total energy, respectively: -44421.3090 -32672.2472 -81092.0489 -37153.6173 -14776.8099 -7847.2302 -6378.3450 -126105.5322 -96468.1420 -63152.9379 eV.